Entry i
{"formula": "C4H5ClS", "method": "ωB97M-V/def2-TZVPD", "species": ["C", "C", "C", "Cl", "C", "S", "H", "H", "H", "H", "H"], "xyz": [[-0.808, -1.256, 1.144], [0.063, -0.335, 0.263], [-0.086, 0.750, -0.490], [-1.470, 1.791, -0.322], [1.035, 1.294, -1.288], [2.638, 0.840, -1.330], [-0.523, -2.305, 0.933], [-0.810, -1.044, 2.243], [-1.848, -1.069, 0.837], [0.979, -0.896, -0.124], [0.830, 2.230, -1.866]], "homo_energy_ha": -0.32831, "orbital_gap_ev": 7.9, "lumo_ev": -1.03, "smiles": "C/C=C(\\Cl)C=S"}

---

Entry ii
{"formula": "C4H5ClS", "method": "ωB97M-V/def2-TZVPD", "species": ["C", "C", "C", "S", "C", "Cl", "H", "H", "H", "H", "H"], "xyz": [[-0.313, -1.473, -0.165], [-0.205, -0.185, 0.140], [-1.137, 0.815, -0.551], [-2.418, 0.547, -1.392], [1.018, 0.408, 0.780], [2.087, 1.307, -0.337], [0.503, -2.137, 0.110], [-1.136, -1.836, -0.768], [-0.721, 1.816, -0.550], [0.793, 1.192, 1.567], [1.528, -0.454, 1.166]], "homo_energy_ha": -0.32492, "orbital_gap_ev": 8.2, "lumo_ev": -0.67, "smiles": "C=C(C=S)CCl"}

---

Entry iii
{"formula": "C4H5ClS", "method": "ωB97M-V/def2-TZVPD", "species": ["C", "C", "C", "C", "H", "H", "H", "H", "H", "S", "Cl"], "xyz": [[0.089, 0.568, 0.342], [-0.731, -0.917, 0.442], [1.287, 0.158, -0.412], [2.081, -0.560, -1.046], [-2.421, 1.787, 0.034], [0.267, 0.943, 1.506], [0.103, -1.868, 0.472], [-1.138, -1.130, 1.795], [3.202, -0.517, -1.704], [-0.672, 2.096, -0.527], [-2.067, -0.560, -0.902]], "homo_energy_ha": -0.33762, "orbital_gap_ev": 8.7, "lumo_ev": -0.47}

---

Energy comparison, zero being the most stable, in kcal/mol: entry i 2.6; entry ii 0.0; entry iii 154.6.

---

Entry i
{"formula": "C27H33N5O3", "method": "ωB97M-V/def2-TZVPD", "species": ["C", "C", "C", "N", "C", "C", "C", "C", "C", "C", "N", "C", "C", "C", "O", "N", "C", "C", "C", "N", "C", "C", "O", "C", "C", "C", "O", "N", "C", "C", "C", "C", "C", "C", "C", "H", "H", "H", "H", "H", "H", "H", "H", "H", "H", "H", "H", "H", "H", "H", "H", "H", "H", "H", "H", "H", "H", "H", "H", "H", "H", "H", "H", "H", "H", "H", "H", "H"], "xyz": [[-1.835, -2.661, 1.114], [-2.054, -2.137, -0.313], [-3.265, -1.274, -0.358], [-4.498, -1.676, -0.442], [-5.255, -0.529, -0.419], [-6.633, -0.357, -0.481], [-7.117, 0.934, -0.441], [-6.266, 2.037, -0.340], [-4.895, 1.891, -0.277], [-4.404, 0.597, -0.320], [-3.131, 0.079, -0.285], [-1.875, 0.767, -0.215], [-1.520, 1.131, 1.242], [-0.643, 2.372, 1.456], [-0.752, 3.025, 2.474], [0.220, 2.654, 0.468], [1.240, 3.670, 0.603], [2.632, 3.049, 0.733], [3.095, 2.396, -0.572], [4.418, 1.806, -0.428], [5.107, 1.669, -1.700], [6.517, 1.134, -1.448], [6.487, -0.114, -0.797], [5.796, -0.010, 0.425], [4.373, 0.506, 0.220], [-0.767, -0.082, -0.835], [0.223, 0.473, -1.300], [-0.901, -1.414, -0.826], [0.195, -2.216, -1.353], [1.097, -2.751, -0.270], [1.408, -4.103, -0.209], [2.249, -4.585, 0.779], [2.783, -3.721, 1.719], [2.477, -2.371, 1.665], [1.641, -1.889, 0.674], [-1.655, -1.842, 1.805], [-0.988, -3.340, 1.147], [-2.730, -3.190, 1.429], [-2.228, -2.999, -0.968], [-7.288, -1.209, -0.557], [-8.182, 1.102, -0.486], [-6.693, 3.028, -0.308], [-4.240, 2.745, -0.192], [-1.954, 1.692, -0.803], [-1.006, 0.296, 1.728], [-2.447, 1.307, 1.795], [0.328, 2.014, -0.314], [0.999, 4.245, 1.500], [1.202, 4.331, -0.269], [2.608, 2.314, 1.539], [3.349, 3.822, 1.008], [3.158, 3.173, -1.339], [2.364, 1.646, -0.913], [5.174, 2.649, -2.176], [4.574, 0.978, -2.378], [7.045, 0.976, -2.391], [7.070, 1.861, -0.835], [5.783, -1.012, 0.857], [6.333, 0.676, 1.098], [3.887, 0.604, 1.192], [3.808, -0.225, -0.387], [-0.223, -3.036, -1.943], [0.772, -1.562, -2.014], [0.992, -4.782, -0.940], [2.485, -5.638, 0.815], [3.438, -4.097, 2.490], [2.895, -1.692, 2.394], [1.414, -0.834, 0.628]], "homo_energy_ha": -0.32007, "orbital_gap_ev": 9.3, "lumo_ev": 0.63, "smiles": "C[C@H]1c2nc3ccccc3n2[C@@H](CC(=O)NCCCN2CCOCC2)C(=O)N1Cc1ccccc1"}

---

Entry ii
{"formula": "C27H33N5O3", "method": "ωB97M-V/def2-TZVPD", "species": ["C", "C", "O", "C", "C", "C", "C", "C", "C", "N", "C", "O", "C", "C", "C", "O", "N", "C", "C", "C", "C", "N", "C", "N", "C", "C", "N", "C", "C", "C", "C", "C", "C", "C", "C", "H", "H", "H", "H", "H", "H", "H", "H", "H", "H", "H", "H", "H", "H", "H", "H", "H", "H", "H", "H", "H", "H", "H", "H", "H", "H", "H", "H", "H", "H", "H", "H", "H"], "xyz": [[2.850, -2.465, -0.837], [2.409, -1.031, -0.587], [1.692, -0.621, -1.735], [1.001, 0.555, -1.717], [1.076, 1.520, -0.728], [0.325, 2.681, -0.836], [-0.493, 2.887, -1.928], [-0.583, 1.927, -2.924], [0.151, 0.758, -2.822], [0.099, -0.287, -3.755], [-0.897, -0.583, -4.626], [-1.846, 0.136, -4.864], [-0.752, -1.971, -5.242], [-1.612, -2.970, -4.442], [-1.283, -2.840, -2.960], [-0.401, -3.482, -2.428], [-2.045, -1.903, -2.336], [-1.807, -1.312, -1.085], [-2.328, -0.020, -0.879], [-2.064, 0.659, 0.273], [-1.267, 0.076, 1.281], [-0.966, 0.819, 2.358], [-0.221, 0.304, 3.317], [0.023, 1.099, 4.404], [1.196, 0.956, 5.234], [2.344, 1.803, 4.674], [1.937, 3.194, 4.621], [3.017, 4.059, 4.202], [0.761, 3.343, 3.779], [-0.379, 2.489, 4.334], [0.224, -1.047, 3.263], [-0.061, -1.827, 2.179], [0.377, -3.257, 2.126], [-0.802, -1.254, 1.104], [-1.081, -1.930, -0.095], [1.985, -3.067, -1.104], [3.558, -2.500, -1.662], [3.323, -2.872, 0.052], [3.279, -0.377, -0.432], [1.761, -0.974, 0.296], [1.711, 1.372, 0.132], [0.385, 3.423, -0.054], [-1.071, 3.794, -2.011], [-1.230, 2.069, -3.773], [0.778, -1.010, -3.548], [0.290, -2.290, -5.230], [-1.107, -1.939, -6.273], [-1.382, -3.985, -4.769], [-2.669, -2.767, -4.618], [-2.687, -1.379, -2.916], [-2.919, 0.438, -1.660], [-2.435, 1.657, 0.434], [1.504, -0.084, 5.311], [0.943, 1.321, 6.234], [3.216, 1.720, 5.326], [2.619, 1.418, 3.672], [2.675, 5.092, 4.231], [3.851, 3.948, 4.893], [3.372, 3.835, 3.183], [0.468, 4.395, 3.777], [0.963, 3.033, 2.738], [-1.253, 2.560, 3.689], [-0.624, 2.821, 5.346], [0.766, -1.475, 4.092], [0.927, -3.524, 3.026], [-0.490, -3.910, 2.041], [1.014, -3.435, 1.262], [-0.705, -2.926, -0.255]], "homo_energy_ha": -0.27090, "orbital_gap_ev": 8.0, "lumo_ev": 0.60, "smiles": "CCOc1ccccc1NC(=O)CCC(=O)Nc1ccc2nc(N3CCN(C)CC3)cc(C)c2c1"}

---

Energy comparison, zero being the most stable, in kcal/mol: entry i 9.8; entry ii 0.0.

---

Entry i
{"formula": "C4H6FNO", "method": "ωB97M-V/def2-TZVPD", "species": ["O", "C", "N", "C", "C", "C", "F", "H", "H", "H", "H", "H", "H"], "xyz": [[-2.204, -0.380, 1.253], [-1.549, 0.592, 1.025], [-0.173, 0.452, 0.932], [0.531, -0.778, 0.936], [0.873, 0.259, -0.035], [0.401, 0.149, -1.556], [1.100, -0.959, -2.315], [-2.010, 1.524, 0.702], [0.042, -1.756, 0.789], [1.338, -0.902, 1.582], [1.835, 0.575, 0.256], [-0.800, -0.037, -1.556], [0.616, 1.260, -2.013]], "homo_energy_ha": -0.35832, "orbital_gap_ev": 10.6, "lumo_ev": 0.88, "smiles": "O=CN1C[C@H]1CF"}

---

Entry ii
{"formula": "C4H6FNO", "method": "ωB97M-V/def2-TZVPD", "species": ["O", "C", "N", "C", "C", "C", "F", "H", "H", "H", "H", "H", "H"], "xyz": [[0.801, 2.420, 0.127], [0.692, 1.197, 0.061], [1.505, 0.216, -0.518], [0.888, -0.915, 0.163], [-0.257, 0.031, 0.568], [-1.583, -0.139, -0.160], [-2.381, 1.034, -0.181], [2.210, 0.236, -1.176], [0.651, -1.751, -0.573], [1.348, -1.256, 1.089], [-0.365, 0.199, 1.654], [-2.240, -0.910, 0.188], [-1.271, -0.360, -1.244]], "homo_energy_ha": -0.36876, "orbital_gap_ev": 10.8, "lumo_ev": 0.81, "smiles": "O=C1NC[C@@H]1CF"}

---

Energy comparison, zero being the most stable, in kcal/mol: entry i 48.1; entry ii 0.0.

---

Entry i
{"formula": "C4H6FNO", "method": "ωB97M-V/def2-TZVPD", "species": ["C", "C", "F", "C", "N", "C", "O", "H", "H", "H", "H", "H", "H"], "xyz": [[1.829, 1.038, -0.720], [1.311, -0.101, -0.487], [1.508, -1.281, -1.061], [0.161, -0.176, 0.625], [-1.005, -0.813, 0.088], [-2.176, -0.299, 0.431], [-2.340, 0.637, 1.172], [2.602, 1.211, -1.435], [1.596, 2.084, -0.249], [-0.094, 0.849, 0.972], [0.403, -0.840, 1.537], [-0.886, -1.410, -0.702], [-2.910, -0.900, -0.171]], "homo_energy_ha": -0.36740, "orbital_gap_ev": 10.8, "lumo_ev": 0.82, "smiles": "C=C(F)CNC=O"}

---

Entry ii
{"formula": "C4H6FNO", "method": "ωB97M-V/def2-TZVPD", "species": ["C", "C", "C", "F", "C", "N", "O", "H", "H", "H", "H", "H", "H"], "xyz": [[-0.428, 2.033, 0.024], [0.126, 0.628, 0.024], [1.449, 0.528, 0.016], [2.086, -0.699, -0.057], [-0.927, -0.492, -0.005], [-0.427, -1.736, 0.039], [-2.132, -0.244, -0.041], [-0.895, 2.489, 0.889], [-1.141, 2.062, -0.820], [0.379, 2.715, -0.221], [2.170, 1.369, 0.122], [-1.091, -2.524, 0.055], [0.526, -1.894, 0.192]], "homo_energy_ha": -0.37037, "orbital_gap_ev": 11.0, "lumo_ev": 0.92, "smiles": "C/C(=C/F)C(N)=O"}

---

Energy comparison, zero being the most stable, in kcal/mol: entry i 26.7; entry ii 0.0.

---

Entry i
{"formula": "C4H9NO2", "method": "ωB97M-V/def2-TZVPD", "species": ["C", "O", "C", "C", "C", "O", "N", "H", "H", "H", "H", "H", "H", "H", "H", "H"], "xyz": [[0.451, 1.047, -1.125], [1.772, 1.514, -1.150], [0.289, -0.193, -0.215], [-1.163, -0.225, 0.214], [-1.555, -1.496, 1.050], [-0.777, -2.210, 1.547], [1.225, -0.067, 0.937], [0.298, 0.753, -2.172], [-0.270, 1.829, -0.897], [1.824, 2.365, -0.683], [0.548, -1.121, -0.729], [-1.786, -0.219, -0.687], [-1.442, 0.648, 0.804], [-2.665, -1.426, 1.163], [2.146, -0.226, 0.538], [1.105, -0.973, 1.407]], "homo_energy_ha": [-0.55850, -0.53649], "orbital_gap_ev": [11.4, 5.0], "lumo_ev": [-3.83, -9.58], "spin_multiplicity": 2, "total_charge": 1, "s2": 0.7558}

---

Entry ii
{"formula": "C4H9NO2", "method": "ωB97M-V/def2-TZVPD", "species": ["O", "C", "C", "C", "C", "O", "N", "H", "H", "H", "H", "H", "H", "H", "H", "H"], "xyz": [[2.453, 0.632, -0.439], [1.733, 1.063, 0.508], [0.609, 0.072, 0.927], [0.079, 1.306, 0.421], [-2.971, -1.137, -0.867], [-1.892, -0.438, -0.368], [0.686, -1.101, 0.144], [2.255, 1.824, 1.093], [0.663, -0.119, 2.005], [-0.583, 1.810, 1.119], [-0.035, 1.418, -0.648], [-3.383, -1.859, -0.151], [-2.720, -1.808, -1.749], [-3.813, -0.507, -1.175], [1.460, -1.098, -0.511], [-0.225, -1.134, -0.378]], "homo_energy_ha": [-0.55475, -0.54044], "orbital_gap_ev": [7.3, 6.7], "lumo_ev": [-7.84, -7.97], "spin_multiplicity": 2, "total_charge": 1, "s2": 0.7752}

---

Entry iii
{"formula": "C4H9NO2", "method": "ωB97M-V/def2-TZVPD", "species": ["O", "C", "O", "C", "C", "C", "N", "H", "H", "H", "H", "H", "H", "H", "H", "H"], "xyz": [[-1.245, -1.729, -1.425], [-0.371, -1.702, -0.624], [0.388, -2.723, -0.227], [-0.008, -0.440, 0.179], [-0.397, 0.881, -0.536], [-0.395, 2.078, 0.413], [1.353, -0.423, 0.555], [0.078, -3.557, -0.632], [-0.608, -0.496, 1.085], [-1.434, 0.674, -0.796], [0.143, 1.087, -1.453], [-1.134, 1.905, 1.209], [0.540, 2.230, 0.941], [-0.669, 3.003, -0.073], [2.103, -0.595, -0.114], [1.659, -0.193, 1.498]], "homo_energy_ha": [-0.57477, -0.57401], "orbital_gap_ev": [11.9, 7.1], "lumo_ev": [-3.69, -8.55], "spin_multiplicity": 2, "total_charge": 1, "s2": 0.7551}

---

Energy comparison, zero being the most stable, in kcal/mol: entry i 49.3; entry ii 130.2; entry iii 0.0.